Run 1
Formula: C5H7I
Source: the OMol25 dataset
Level of theory: ωB97M-V with the def2-TZVPD basis set

Summary:
LUMO: 0.76 eV
spin multiplicity: 1
gap between HOMO and LUMO: 9.929 eV
SMILES: CC1=C[C@@H](I)C1
HOMO energy: -0.33691 Eh

Geometry (Å):
C (1.6093, -0.7614, -0.6169)
C (0.2903, -0.3847, -0.0999)
C (-0.4952, -0.8612, 0.8548)
C (-1.4636, 0.5280, 0.6657)
I (-1.8576, 1.7010, 2.3106)
C (-0.4861, 0.9815, -0.4246)
H (1.6766, -1.0777, -1.6130)
H (2.1064, -1.4877, -0.1409)
H (2.3012, 0.0802, -0.7904)
H (-0.4708, -1.8645, 1.2325)
H (-2.3445, 0.1497, 0.3059)
H (0.0465, 1.8943, -0.2534)
H (-0.9125, 1.1024, -1.4305)

=====

Run 2
Formula: C5H7I
Source: the OMol25 dataset
Level of theory: ωB97M-V with the def2-TZVPD basis set

Summary:
LUMO: -0.14 eV
spin multiplicity: 1
gap between HOMO and LUMO: 8.788 eV
SMILES: C[C@@H](I)C1=CC1
HOMO energy: -0.32803 Eh

Geometry (Å):
C (0.1784, -1.6975, -0.0932)
C (0.6669, -0.4557, 0.6308)
I (2.7677, -0.0205, -0.0592)
C (-0.0614, 0.7335, 0.3474)
C (-0.5475, 1.9409, 0.6023)
C (-0.8815, 1.3183, -0.8024)
H (0.4437, -1.7919, -1.2429)
H (0.6932, -2.6847, 0.2178)
H (-0.8658, -1.9816, 0.0223)
H (0.7575, -0.6148, 1.6445)
H (-0.8143, 2.6449, 1.2803)
H (-1.7966, 0.7933, -0.8273)
H (-0.5403, 1.8159, -1.7204)

=====

Need the numbers? Relative energies in kJ/mol: run 1 0.0; run 2 63.5.

=====

Run 1
Formula: C30H85N5O10
Source: the OMol25 dataset
Level of theory: ωB97M-V with the def2-TZVPD basis set

Summary:
LUMO: 0.28 eV
spin multiplicity: 1
gap between HOMO and LUMO: 9.422 eV
SMILES: COC[C@H](C)N.COC[C@H](C)N.COC[C@H](C)N.COC[C@H](C)N.COC[C@H](C)N.CCO.CCO.CCO.CCO.CCO
HOMO energy: -0.33588 Eh

Geometry (Å):
C (10.9572, 1.4197, -1.4223)
O (9.6015, 1.0797, -1.0221)
C (8.9594, 2.0629, -0.2544)
C (7.5163, 1.7181, 0.1293)
C (6.4732, 1.9061, -0.9507)
N (6.8787, 2.3166, 1.3505)
H (11.5825, 1.5286, -0.5361)
H (10.9338, 2.3747, -1.9472)
H (11.3909, 0.6273, -2.0323)
H (9.5855, 2.3154, 0.6014)
H (8.8700, 3.0213, -0.7658)
H (7.6876, 0.6506, 0.2682)
H (5.4407, 1.8812, -0.6022)
H (6.4820, 1.1983, -1.7796)
H (6.4165, 2.8547, -1.4844)
H (7.5389, 2.2905, 2.1144)
H (6.1810, 1.6321, 1.6052)
C (5.3497, -4.1596, -0.6418)
O (5.6247, -3.7551, 0.7154)
C (4.5223, -2.8938, 1.2079)
C (4.8262, -2.1903, 2.5888)
C (4.7036, -3.1141, 3.7550)
N (4.0119, -0.9909, 2.8177)
H (6.2292, -4.6522, -1.0565)
H (5.0899, -3.3117, -1.2755)
H (4.6617, -5.0047, -0.6188)
H (4.4247, -2.1045, 0.4625)
H (3.5489, -3.3745, 1.1100)
H (5.8835, -1.9334, 2.5247)
H (4.6446, -2.6705, 4.7488)
H (5.5955, -3.7407, 3.7612)
H (3.8395, -3.7632, 3.6133)
H (4.1637, -0.6168, 3.7435)
H (3.0315, -1.2338, 2.8193)
C (-5.9028, 3.8877, -0.0922)
O (-5.2887, 4.9058, -0.7898)
C (-5.9945, 6.1275, -0.8971)
C (-7.4685, 6.1254, -1.4192)
C (-7.4823, 5.5760, -2.8791)
N (-7.9661, 7.4961, -1.4821)
H (-5.8532, 4.0769, 0.9801)
H (-5.3583, 2.9529, -0.2259)
H (-6.9066, 3.6532, -0.4466)
H (-5.8306, 6.6301, 0.0561)
H (-5.3886, 6.7582, -1.5477)
H (-8.2024, 5.5759, -0.8295)
H (-8.4904, 5.7132, -3.2703)
H (-7.3202, 4.4986, -2.9106)
H (-6.7528, 6.0354, -3.5460)
H (-7.9534, 7.9641, -0.5872)
H (-7.5262, 8.1235, -2.1401)
C (3.2198, -7.2991, -6.9445)
O (2.4088, -6.1359, -7.0157)
C (2.2034, -5.5289, -5.7704)
C (1.3171, -4.2636, -5.8543)
C (1.4032, -3.3453, -4.6838)
N (-0.0662, -4.6037, -6.1122)
H (3.2604, -7.8843, -7.8631)
H (2.7358, -7.9241, -6.1940)
H (4.2456, -7.0868, -6.6432)
H (1.7418, -6.2555, -5.1018)
H (3.1839, -5.3171, -5.3438)
H (1.6408, -3.6886, -6.7220)
H (2.3900, -3.0140, -4.3605)
H (0.9401, -3.8185, -3.8179)
H (0.8206, -2.4302, -4.7900)
H (-0.4844, -3.6999, -5.9438)
H (-0.2728, -5.1438, -5.2842)
C (-2.5816, -3.9151, 4.2133)
O (-3.3319, -2.6889, 3.9467)
C (-4.7560, -2.9211, 4.1197)
C (-5.6302, -1.7329, 3.6214)
C (-5.4879, -0.4454, 4.3418)
N (-7.0173, -2.0108, 3.6384)
H (-2.9968, -4.7959, 3.7235)
H (-2.4477, -4.1093, 5.2775)
H (-1.5878, -3.8912, 3.7661)
H (-5.1242, -3.8116, 3.6103)
H (-4.8235, -3.0904, 5.1944)
H (-5.2653, -1.6523, 2.5974)
H (-6.2530, 0.3008, 4.1272)
H (-4.4830, -0.0633, 4.1621)
H (-5.4895, -0.5900, 5.4222)
H (-7.5157, -1.1762, 3.3640)
H (-7.3475, -2.1355, 4.5847)
C (-3.5835, 0.8502, -3.5736)
C (-2.8258, 0.8473, -4.9158)
O (-2.8051, -0.4667, -5.3761)
H (-4.6615, 0.7527, -3.7021)
H (-3.4218, 1.7712, -3.0136)
H (-3.1958, 0.0224, -2.9799)
H (-1.8233, 1.1007, -4.5711)
H (-3.2591, 1.5683, -5.6091)
H (-2.4662, -0.4605, -6.2743)
C (-2.8561, 4.9390, 4.3144)
C (-3.8768, 4.5571, 5.3764)
O (-4.0130, 5.6861, 6.2081)
H (-3.3364, 5.5692, 3.5659)
H (-2.4830, 4.0118, 3.8795)
H (-1.9511, 5.4452, 4.6503)
H (-3.5951, 3.6580, 5.9246)
H (-4.8492, 4.3360, 4.9365)
H (-4.4956, 5.4919, 7.0149)
C (0.2641, -0.2328, 0.1514)
C (-0.6352, 0.1836, 1.2948)
O (-0.2132, -0.4437, 2.4039)
H (1.3011, 0.0578, 0.3197)
H (-0.0630, 0.1610, -0.8109)
H (0.2636, -1.3216, 0.0992)
H (-1.7059, -0.0050, 1.2168)
H (-0.6152, 1.2604, 1.4630)
H (-0.8546, -1.1216, 2.6292)
C (3.4424, 5.3958, 3.6121)
C (2.5055, 4.9812, 2.4329)
O (3.1786, 4.9576, 1.2280)
H (3.7449, 6.4331, 3.4680)
H (4.3174, 4.7460, 3.6247)
H (3.0003, 5.3172, 4.6053)
H (1.7299, 5.7233, 2.2432)
H (2.1441, 3.9960, 2.7277)
H (3.8657, 4.2897, 1.2863)
C (-2.3300, -4.8003, -0.4604)
C (-2.6418, -4.8305, -1.9723)
O (-1.7976, -5.8410, -2.5849)
H (-1.2503, -4.8184, -0.3120)
H (-2.7396, -5.7022, -0.0056)
H (-2.5536, -3.8884, 0.0932)
H (-2.3791, -3.8538, -2.3787)
H (-3.7003, -5.0007, -2.1693)
H (-2.2902, -6.6225, -2.8459)

=====

Run 2
Formula: C30H85N5O10
Source: the OMol25 dataset
Level of theory: ωB97M-V with the def2-TZVPD basis set

Summary:
LUMO: 0.14 eV
spin multiplicity: 1
gap between HOMO and LUMO: 9.120 eV
SMILES: COC[C@H](C)N.COC[C@H](C)N.COC[C@H](C)N.COC[C@H](C)N.COC[C@H](C)N.CCO.CCO.CCO.CCO.CCO
HOMO energy: -0.33012 Eh

Geometry (Å):
C (2.4943, -4.1654, 4.9661)
O (2.4089, -3.9269, 3.5528)
C (2.5573, -5.1056, 2.8259)
C (4.0356, -5.5161, 2.5722)
C (4.7483, -4.5959, 1.5941)
N (4.1087, -6.8267, 1.9609)
H (1.9646, -3.3384, 5.4389)
H (3.5342, -4.3232, 5.2522)
H (1.9207, -4.9962, 5.3770)
H (2.0265, -5.9107, 3.3341)
H (2.0284, -4.9145, 1.8922)
H (4.5415, -5.6515, 3.5281)
H (4.2653, -4.6744, 0.6201)
H (5.8022, -4.8366, 1.4543)
H (4.7874, -3.5661, 1.9492)
H (3.7601, -6.6666, 1.0266)
H (5.0979, -6.9451, 1.7954)
C (6.8730, 2.8461, 3.5416)
O (7.8864, 3.1925, 4.5175)
C (8.1723, 4.6310, 4.6143)
C (9.1286, 5.1664, 3.5831)
C (10.5178, 4.5302, 3.6322)
N (9.2909, 6.6119, 3.6185)
H (7.1403, 2.9199, 2.4874)
H (5.9536, 3.3620, 3.8183)
H (6.6900, 1.7926, 3.7531)
H (7.2001, 5.1101, 4.4977)
H (8.6061, 4.9472, 5.5629)
H (8.8049, 4.9621, 2.5625)
H (10.6285, 3.6065, 3.0643)
H (10.7564, 4.2979, 4.6701)
H (11.3114, 5.2580, 3.4626)
H (9.6469, 6.8175, 4.5410)
H (10.1586, 6.6985, 3.1089)
C (-4.9060, -6.3462, 4.9165)
O (-4.7623, -6.1318, 3.5561)
C (-5.0856, -4.8177, 3.0308)
C (-6.6250, -4.4426, 3.0943)
C (-7.4533, -5.4394, 2.2578)
N (-6.8320, -3.0945, 2.5524)
H (-5.9026, -6.1041, 5.2855)
H (-4.1096, -5.8772, 5.4942)
H (-4.6986, -7.4065, 5.0609)
H (-4.5165, -4.1001, 3.6217)
H (-4.7832, -4.7064, 1.9895)
H (-6.9525, -4.4378, 4.1339)
H (-7.0420, -5.6143, 1.2637)
H (-8.4981, -5.1450, 2.1585)
H (-7.4729, -6.3531, 2.8518)
H (-5.9812, -2.6553, 2.8737)
H (-6.7062, -3.1588, 1.5523)
C (-7.5458, 5.3239, -1.9778)
O (-7.3739, 6.7437, -1.7309)
C (-7.4720, 7.0331, -0.3483)
C (-6.5154, 8.2845, -0.1653)
C (-5.1024, 8.0079, -0.4807)
N (-6.5512, 8.8046, 1.1765)
H (-7.8156, 5.1427, -3.0182)
H (-8.2961, 4.8559, -1.3405)
H (-6.6290, 4.7643, -1.7921)
H (-8.5107, 7.3202, -0.1849)
H (-7.1801, 6.2131, 0.3078)
H (-6.8904, 9.0870, -0.8005)
H (-4.8136, 7.0558, -0.0356)
H (-4.3906, 8.8014, -0.2530)
H (-4.9854, 7.8587, -1.5541)
H (-6.1436, 8.0477, 1.7068)
H (-6.0023, 9.6454, 1.2846)
C (2.8855, 0.7091, -2.0097)
O (1.8125, 0.8373, -1.1380)
C (0.7588, -0.1060, -1.2864)
C (-0.3671, 0.2730, -0.2654)
C (-0.9804, 1.6185, -0.6481)
N (0.1320, 0.3465, 1.1086)
H (2.6461, 0.7800, -3.0708)
H (3.3740, -0.2477, -1.8256)
H (3.6270, 1.4728, -1.7754)
H (0.3907, -0.1776, -2.3098)
H (1.1165, -1.1239, -1.1313)
H (-1.1177, -0.4945, -0.4549)
H (-0.2411, 2.4165, -0.5795)
H (-1.8389, 1.9411, -0.0590)
H (-1.2912, 1.6894, -1.6904)
H (0.8884, 1.0058, 0.9935)
H (0.6317, -0.5152, 1.2761)
C (-5.2248, -3.5886, -4.8111)
C (-5.4711, -2.0964, -4.6329)
O (-6.2203, -1.8669, -3.4731)
H (-4.9103, -3.9979, -3.8511)
H (-4.4810, -3.7553, -5.5903)
H (-6.0988, -4.1805, -5.0829)
H (-5.9188, -1.6779, -5.5343)
H (-4.5409, -1.5651, -4.4319)
H (-7.1556, -1.8380, -3.6874)
C (-4.4133, 0.6516, 7.8555)
C (-3.3663, 0.7072, 6.7273)
O (-3.9400, 0.7581, 5.4483)
H (-4.8765, -0.3336, 7.9112)
H (-5.1178, 1.4642, 7.6779)
H (-3.9949, 0.8013, 8.8508)
H (-2.7299, -0.1744, 6.8035)
H (-2.7787, 1.6148, 6.8652)
H (-3.2293, 0.7216, 4.8039)
C (-0.2120, 6.2947, -4.9375)
C (0.3131, 7.6399, -5.4818)
O (-0.8226, 8.4039, -5.7916)
H (0.5359, 5.5563, -4.6484)
H (-0.8725, 5.8031, -5.6518)
H (-0.8091, 6.4895, -4.0467)
H (1.0379, 7.6146, -6.2955)
H (0.7670, 8.1410, -4.6268)
H (-0.7232, 9.2282, -5.3096)
C (2.1492, -6.1375, -4.7464)
C (1.1309, -6.7720, -3.8078)
O (1.6979, -7.8280, -3.0836)
H (2.5783, -6.9849, -5.2810)
H (2.9572, -5.6113, -4.2380)
H (1.6636, -5.4592, -5.4481)
H (0.3537, -7.1148, -4.4908)
H (0.7578, -5.9651, -3.1771)
H (1.0966, -8.1706, -2.4183)
C (6.9266, -3.4537, -9.9238)
C (7.0089, -2.5264, -8.6711)
O (7.3532, -1.2364, -9.1956)
H (7.9115, -3.4250, -10.3899)
H (6.1390, -3.0511, -10.5607)
H (6.6573, -4.4630, -9.6123)
H (7.8496, -2.9793, -8.1456)
H (6.0621, -2.5826, -8.1341)
H (8.2315, -1.4293, -9.5317)

=====

Need the numbers? Relative energies in kJ/mol: run 1 12.3; run 2 0.0.

=====

Run 1
Formula: C2H4NP
Source: the OMol25 dataset
Level of theory: ωB97M-V with the def2-TZVPD basis set

Summary:
LUMO (alpha / beta): -0.94 / -0.94 eV
spin multiplicity: 1
gap between HOMO and LUMO (alpha / beta): 7.434 / 7.436 eV
HOMO energy (alpha / beta): -0.30764 / -0.30772 Eh

Geometry (Å):
C (0.6422, 0.9291, 0.4702)
C (0.8515, -1.3116, -0.2135)
N (0.0913, -0.2262, -0.0109)
P (-1.6390, -0.2607, 0.3965)
H (1.6649, 1.0672, 0.0622)
H (1.9071, -1.1141, -0.2947)
H (-2.0730, -0.2395, -0.9288)
H (-1.4451, 1.1559, 0.5188)

=====

Run 2
Formula: C2H4NP
Source: the OMol25 dataset
Level of theory: ωB97M-V with the def2-TZVPD basis set

Summary:
LUMO (alpha / beta): -0.64 / -1.60 eV
spin multiplicity: 1
gap between HOMO and LUMO (alpha / beta): 8.846 / 7.810 eV
HOMO energy (alpha / beta): -0.34845 / -0.34581 Eh

Geometry (Å):
C (-1.1447, -0.0996, 0.2474)
C (0.0043, -0.7256, -0.4162)
N (-2.0483, 0.2697, -0.5502)
P (1.5316, 0.0775, -0.1786)
H (-0.9343, 0.1495, 1.2158)
H (-0.2868, -1.0308, -1.4359)
H (1.5783, -0.0942, 1.2713)
H (1.3000, 1.4534, -0.1537)

=====

Need the numbers? Relative energies in kJ/mol: run 1 215.7; run 2 0.0.